A cluster of 2 separate species, C4H8IN2 in total in a non-equilibrium geometry. Source: OMol25; level of theory: ωB97M-V/def2-TZVPD.

```
15
Properties=species:S:1:pos:R:3:mulliken_spin:R:1
H 0.00886 -0.30789 1.83270 0.03
C 0.33639 -0.94458 1.02054 0.01
C 0.99274 -0.17573 -0.07893 0.70
N 0.28995 -0.71631 -1.21678 -0.01
N -0.66884 -1.73465 0.35257 0.08
H -1.26813 -2.18030 -1.50026 0.01
C 0.49068 2.03627 -0.18127 0.90
C -0.61442 -1.53915 -0.92745 0.06
H 1.13267 -1.63493 1.45062 0.04
H 0.63314 -0.43991 -2.23240 0.00
H -1.23539 -2.43846 0.73934 0.00
H 0.37021 2.27294 -1.18103 0.02
H -0.34757 2.48064 0.39815 0.01
H 1.35055 2.36102 0.23420 0.02
I 3.10911 -0.08742 -0.04225 0.12
```

HOMO (alpha / beta): -10.4 / -13.8 eV
Expectation value of S²: 2.012
Charge: +1
Kohn-Sham gap (alpha / beta): 6.456 / 7.632 eV
Energy above the lowest of the compared OMol25 structures with the same formula, charge and spin: 33.42 kcal per mole
Spin multiplicity: 3

=====

A structure of composition C4H8IN2S in a non-equilibrium geometry. Source: OMol25; level of theory: ωB97M-V/def2-TZVPD.

```
16
Properties=species:S:1:pos:R:3:mulliken_charge:R:1
H 1.85538 0.42384 1.73703 0.36
N -0.83512 -0.02285 -0.19515 -0.08
H -2.93008 1.01836 -0.24698 0.15
H 1.52944 0.38023 -1.38058 0.48
S -2.21237 0.51894 0.72742 0.07
C 1.52172 -0.35430 -0.68969 -1.67
H -1.94566 0.14127 -1.78515 0.32
H 2.40883 -0.40617 -0.20121 0.40
H -0.29449 0.03896 -2.17239 0.38
H -1.29600 -1.33386 -1.63327 0.36
H 1.40955 -1.35180 -1.26986 0.37
C 0.44777 -0.07845 0.25999 1.03
C -0.11362 0.40452 2.50615 -0.47
N 0.77974 0.24952 1.55639 -0.02
I 0.76857 0.70522 4.34005 0.17
C -1.09365 -0.33343 -1.55277 -0.87
```

HOMO: -12.5 eV
Charge: +1
Kohn-Sham gap: 7.466 eV
Energy above the lowest of the compared OMol25 structures with the same formula, charge and spin: 62.79 kcal per mole

=====

A cluster of 2 separate species, C4H8INO2 in total in a non-equilibrium geometry. Source: OMol25; level of theory: ωB97M-V/def2-TZVPD.

```
16
Properties=species:S:1:pos:R:3:mulliken_charge:R:1
H 2.60195 0.00208 -2.12973 0.36
H -1.14871 0.99526 1.53146 0.29
O 2.49873 -1.86336 0.66212 -0.60
C 2.52704 0.62342 -1.21777 -0.91
H 1.92240 1.57251 -1.40250 0.40
H 0.04229 -1.50016 -1.28318 0.47
C 0.47894 -1.38987 -0.31760 -0.61
C -0.90453 0.47582 0.54542 -0.89
H -1.78260 0.07869 -0.07790 0.30
H -0.82800 -1.50252 1.52256 0.25
O 2.09223 -2.71290 -1.23889 -0.65
H -0.20075 1.25285 0.04936 0.20
H 0.85846 -0.51676 1.52801 0.29
N 1.73187 -1.96757 -0.34007 0.97
I 3.92994 0.47896 0.14549 0.26
C -0.04270 -0.75418 0.91985 -0.13
```

HOMO (alpha / beta): -8.2 / -9.3 eV
Charge: 0
Kohn-Sham gap (alpha / beta): 6.417 / 8.541 eV
Energy above the lowest of the compared OMol25 structures with the same formula, charge and spin: 180.64 kcal per mole

=====

A cluster of 2 separate species, C4H8IO3 in total. Source: OMol25; level of theory: ωB97M-V/def2-TZVPD.

```
16
Properties=species:S:1:pos:R:3:mulliken_charge:R:1
O 0.40255 -0.78113 0.30174 -0.30
H -3.19211 0.53908 -0.35327 0.27
I -1.46964 3.06528 -3.59255 -0.93
C 2.70476 -0.75847 0.96477 -1.13
H 2.74319 -1.84370 0.85148 0.27
H 0.99015 -0.87999 2.25403 0.24
H 1.18376 0.71674 1.47619 0.34
H 3.36485 -0.45301 1.77535 0.37
H 2.99125 -0.32812 0.00788 0.32
C -0.63072 0.04124 0.03934 0.77
H -2.31208 0.94705 -1.84992 -0.06
O -1.50276 -0.62278 -0.70175 -0.34
C -2.62502 0.13252 -1.18933 -0.23
C 1.28863 -0.35766 1.34130 -0.22
H -3.20213 -0.58236 -1.76648 0.18
O -0.73469 1.16531 0.44122 -0.54
```

HOMO: -3.4 eV
Charge: -1
Kohn-Sham gap: 6.434 eV
Energy above the lowest of the compared OMol25 structures with the same formula, charge and spin: 0.00 kcal per mole

=====

A structure of composition C4H8InO10P2S in a non-equilibrium geometry. Source: OMol25; level of theory: ωB97M-V/def2-TZVPD.

```
26
Properties=species:S:1:pos:R:3:mulliken_charge:R:1
H -3.39159 1.86270 -1.09711 0.34
O 3.27419 -1.17659 -2.12845 -0.57
P 3.98652 -2.56207 -2.17972 0.70
H -1.43913 -0.32551 1.52145 0.22
H -3.96223 1.08929 1.00998 0.29
O 4.90744 -2.42043 -0.88615 -0.62
S -1.40963 -0.60634 -0.85259 0.83
O -2.37485 -1.12788 -1.84508 -0.69
H -1.01432 1.59691 -2.03061 0.47
H -2.44322 1.56118 1.74782 0.36
O 1.55267 2.17002 3.12345 -0.82
O 2.93208 -3.50167 -1.60362 -0.62
P 1.63612 0.89975 2.33170 0.82
C -2.88117 1.08462 0.87079 -0.64
C -2.55001 1.84438 -0.40464 -0.54
O 1.57270 1.17056 0.78831 -0.55
H -3.00864 -1.11405 0.98542 0.42
O 3.19536 0.69835 2.08243 -0.55
H -2.44591 2.86984 -0.05011 0.29
C -1.29177 1.25959 -1.03194 -0.51
H -0.46189 1.41278 -0.34205 0.12
C -2.28210 -0.31641 0.83050 -0.62
In 2.47712 -1.73560 0.57476 0.78
O -0.18098 -1.26475 -0.63757 -0.37
O 0.97208 -0.44754 2.75594 -0.71
O 4.63104 -2.92106 -3.53297 -0.83
```

HOMO: 3.0 eV
Charge: -3
Kohn-Sham gap: 2.897 eV

=====

A structure of composition C4H8MgO3Pb in a non-equilibrium geometry. Source: OMol25; level of theory: ωB97M-V/def2-TZVPD.

```
17
Properties=species:S:1:pos:R:3:mulliken_spin:R:1
H -2.91021 0.13525 0.57964 0.05
H -0.22166 -1.21864 -1.10943 0.00
H -2.24270 -0.43397 -0.94990 0.05
H 1.41683 2.88174 -0.93716 0.00
O 1.74179 2.37013 -0.09250 0.00
C -1.51321 1.53675 -0.37163 0.91
C 1.25843 -1.45982 0.40481 -0.01
O 1.71411 -0.14224 0.35196 0.00
O -0.94332 -0.52076 0.67504 -0.01
C -2.00220 0.16385 -0.05073 -0.06
C -0.19250 -1.49306 -0.04013 0.01
H 1.40195 -1.83561 1.43208 0.00
Pb 3.23959 1.16158 0.29379 0.00
H -2.27801 2.19207 -0.80826 0.03
Mg 0.33177 1.28736 0.78937 0.02
H 1.83371 -2.13107 -0.25469 0.00
H -0.63438 -2.49355 0.08774 0.00
```

HOMO (alpha / beta): -10.4 / -12.0 eV
Expectation value of S²: 0.754
Charge: +1
Kohn-Sham gap (alpha / beta): 5.170 / 6.783 eV
Spin multiplicity: 2

=====

An isolated molecule of C4H8N in a non-equilibrium geometry. Source: OMol25; level of theory: ωB97M-V/def2-TZVPD.

```
13
Properties=species:S:1:pos:R:3:mulliken_spin:R:1
C 0.32200 -0.15389 -0.38569 -0.10
C 0.92457 -1.10533 0.64775 0.01
H -2.26665 0.88197 0.51806 0.04
H 0.09895 0.28259 -2.44758 0.01
N -0.25697 0.97402 0.01887 0.66
C 0.43856 -0.43191 -1.70967 0.39
H -1.22093 1.81251 1.63589 0.02
H 0.48964 -1.46415 -2.02864 0.01
C -1.29546 0.92871 1.01121 -0.03
H -1.19291 0.05823 1.67098 0.01
H 0.46831 -2.08582 0.71458 -0.01
H 1.97430 -1.22076 0.40424 0.00
H 0.91995 -0.60044 1.61335 0.00
```

HOMO (alpha / beta): -8.4 / -8.6 eV
Expectation value of S²: 0.783
Charge: 0
Kohn-Sham gap (alpha / beta): 9.519 / 8.212 eV
Energy above the lowest of the compared OMol25 structures with the same formula, charge and spin: 11.21 kcal per mole
Spin multiplicity: 2

=====

The ion C4H8N with charge +1 in a non-equilibrium geometry. Source: OMol25; level of theory: ωB97M-V/def2-TZVPD.

```
13
Properties=species:S:1:pos:R:3:mulliken_charge:R:1
H 1.57125 0.72763 1.57762 0.34
H -1.83546 1.37677 0.56613 0.34
N -1.42566 0.58313 -0.00094 -0.20
H 1.20671 -0.89556 -1.05851 0.29
H -2.28072 -0.71547 -1.35270 0.28
C -1.98634 -0.71435 -0.38540 -0.26
H 1.11377 -1.46458 0.52741 0.28
H 2.45810 0.75527 0.33202 0.37
C 1.38918 0.64166 0.48883 -1.20
H 0.91665 1.56609 -0.02817 0.30
H -2.51367 -1.24761 0.42466 0.25
C -0.62146 -0.39503 -0.06511 0.30
C 0.79647 -0.60221 -0.05218 -0.09
```

SMILES: CCC1=[NH+]C1
HOMO: -16.4 eV
Charge: +1
Kohn-Sham gap: 11.088 eV
Energy above the lowest of the compared OMol25 structures with the same formula, charge and spin: 46.73 kcal per mole

=====

The ion C4H8N with charge +1 in a non-equilibrium geometry. Source: OMol25; level of theory: ωB97M-V/def2-TZVPD.

```
13
Properties=species:S:1:pos:R:3:mulliken_charge:R:1
H -1.41723 -1.87939 1.87055 0.34
H -0.88019 0.99571 -2.32369 0.32
H -0.71222 -2.14999 0.23947 0.30
H -1.35778 -0.45527 0.78467 0.30
C -0.02256 1.47465 -1.84671 -0.86
H 2.08715 0.15469 0.62368 0.41
C 1.00911 0.03861 0.32848 0.32
N 0.58399 -0.86892 1.40702 -0.27
H 0.85420 -0.55151 2.34286 0.30
C 0.17350 0.42392 -0.65331 -0.09
C -0.81928 -1.35257 1.09523 -0.74
H 0.90923 1.64588 -2.47600 0.36
H -0.40792 2.52418 -1.39226 0.30
```

HOMO: -14.3 eV
Charge: +1
Kohn-Sham gap: 6.324 eV
Energy above the lowest of the compared OMol25 structures with the same formula, charge and spin: 110.86 kcal per mole

=====

The ion C4H8N with charge +1 in a non-equilibrium geometry. Source: OMol25; level of theory: ωB97M-V/def2-TZVPD.

```
13
Properties=species:S:1:pos:R:3:mulliken_charge:R:1
C -0.86726 0.48286 0.26496 0.35
N -0.28055 -1.05472 -0.29395 -0.19
C -0.83483 1.71884 -0.35126 -0.58
H 0.23659 -0.77956 1.80949 0.34
C 1.01766 -1.20989 -0.69069 -0.74
H 1.54701 -1.82887 0.07911 0.35
H -1.86078 1.83974 -0.89132 0.33
C -0.61042 -0.72741 1.02863 -0.27
H 0.02776 1.66981 -1.11930 0.30
H -0.65012 2.45808 0.37180 0.33
H -1.47137 -1.21781 1.32400 0.26
H 1.49986 -0.18601 -0.96596 0.26
H 1.11716 -1.90422 -1.57948 0.27
```

SMILES: CC1=[N+](C)C1
HOMO (alpha / beta): -14.8 / -14.8 eV
Charge: +1
Kohn-Sham gap (alpha / beta): 7.715 / 7.714 eV
Energy above the lowest of the compared OMol25 structures with the same formula, charge and spin: 110.87 kcal per mole

=====

An isolated molecule of C4H8N2 in a non-equilibrium geometry. Source: OMol25; level of theory: ωB97M-V/def2-TZVPD.

```
14
Properties=species:S:1:pos:R:3:mulliken_charge:R:1
N 1.59111 -1.20252 0.37468 -0.60
H 1.43643 0.90667 0.74770 0.25
H -2.34088 -0.93477 0.20517 0.20
C 0.61356 -0.80554 -0.61185 -0.22
H -0.38241 0.93608 -1.22801 0.27
N -0.84386 0.48318 0.90821 -0.47
H 0.73165 -1.37328 -1.55469 0.37
H -0.85545 1.47626 1.09082 0.24
C -0.52718 0.17477 -0.45433 -0.16
C 1.67486 0.16538 -0.04377 -0.46
H 2.38819 0.53169 -0.76160 0.29
H -2.74681 0.83981 -0.08014 0.27
C -1.96622 0.07467 0.09263 -0.28
H 1.22700 -1.27240 1.31520 0.31
```

SMILES: C1N[C@H]1[C@H]1CN1
HOMO: -8.6 eV
Charge: 0
Kohn-Sham gap: 9.749 eV
Energy above the lowest of the compared OMol25 structures with the same formula, charge and spin: 85.96 kcal per mole

=====

An isolated molecule of C4H8N2 in a non-equilibrium geometry. Source: OMol25; level of theory: ωB97M-V/def2-TZVPD.

```
14
Properties=species:S:1:pos:R:3:mulliken_charge:R:1
N 1.47900 1.54759 1.73692 -0.60
C 0.59678 -0.87200 -0.58381 -0.76
H -0.91624 -2.26458 -0.75921 0.21
H -0.95555 1.30031 -1.66982 0.28
H -0.21367 -2.14977 0.80257 0.24
H 1.62456 -0.83483 -0.00991 0.32
H -1.34968 2.02403 -0.10217 0.34
C -1.14416 1.08714 -0.61541 -1.23
H 0.65399 -0.82283 -1.67578 0.35
C 0.84204 0.88272 0.92346 0.27
H 1.46479 1.30064 2.71976 0.26
N -0.09531 -2.06234 -0.19990 -0.50
H -2.03025 0.45077 -0.56367 0.31
C 0.04369 0.41314 -0.00301 0.49
```

SMILES: CC(=C=N)CN
HOMO: -8.4 eV
Charge: 0
Kohn-Sham gap: 9.306 eV
Energy above the lowest of the compared OMol25 structures with the same formula, charge and spin: 42.83 kcal per mole

=====

An isolated molecule of C4H8N2 in a non-equilibrium geometry. Source: OMol25; level of theory: ωB97M-V/def2-TZVPD.

```
14
Properties=species:S:1:pos:R:3:mulliken_charge:R:1
H -1.75070 1.79673 0.55954 0.17
N -0.19066 0.37855 0.34003 0.47
C -1.35406 1.05663 -0.13228 -0.56
C 2.02988 -0.26218 -0.08840 -0.89
C -1.98246 -0.31806 -0.17603 -0.33
H -2.28641 -0.65039 -1.13477 0.24
N 1.10828 0.80517 0.28799 -0.54
H 3.03696 0.09605 -0.03802 0.34
H 1.05719 1.70208 -0.04526 0.25
C -0.59587 -0.89309 0.18102 -0.42
H 1.82455 -0.70209 -1.03141 0.35
H -0.02191 -1.80171 -0.00211 0.36
H 1.91549 -0.93724 0.68846 0.34
H -2.79028 -0.27046 0.59124 0.22
```

HOMO (alpha / beta): -7.0 / -7.0 eV
Charge: 0
Kohn-Sham gap (alpha / beta): 7.980 / 7.978 eV
Energy above the lowest of the compared OMol25 structures with the same formula, charge and spin: 119.74 kcal per mole

=====

A cluster of 2 separate species, C4H8N2 in total in a non-equilibrium geometry. Source: OMol25; level of theory: ωB97M-V/def2-TZVPD.

```
14
Properties=species:S:1:pos:R:3:mulliken_charge:R:1
H 0.48417 -2.39763 -0.37254 0.28
C 0.93689 2.01629 1.50518 -0.45
C 0.22035 1.31270 0.71190 -0.28
H -1.61562 0.39361 1.17559 0.25
C -0.50032 -0.60846 -0.86608 0.56
H 1.03676 -1.63632 -1.88938 0.35
H -2.22626 0.08462 -1.47163 0.29
H -0.31074 -0.27543 1.98191 0.34
C 0.71909 -1.44844 -0.86123 -0.93
H 1.52110 -0.95790 -0.31361 0.28
H 0.20545 1.23106 -0.42197 0.26
N -1.48689 -0.59849 -1.59599 -0.54
H 1.66456 2.79481 1.32752 0.18
N -0.64853 0.08959 1.09033 -0.59
```

HOMO (alpha / beta): -6.2 / -6.7 eV
Charge: 0
Kohn-Sham gap (alpha / beta): 5.762 / 6.443 eV
Energy above the lowest of the compared OMol25 structures with the same formula, charge and spin: 141.91 kcal per mole

=====

An isolated molecule of C4H8N2 in a non-equilibrium geometry. Source: OMol25; level of theory: ωB97M-V/def2-TZVPD.

```
14
Properties=species:S:1:pos:R:3:mulliken_charge:R:1
C -0.39221 0.11668 -0.98038 0.13
C 0.85784 -0.35721 -0.29931 -0.22
H -2.37555 -0.67264 -1.64123 0.26
H 1.25329 -1.30720 1.49658 0.28
H 1.81775 0.21744 -0.49796 0.26
H -0.22218 0.59342 -1.94201 0.36
H 2.39589 0.63462 1.25400 0.34
H 0.82972 1.58457 0.96946 0.25
H -1.68087 -1.48841 -0.15240 0.23
N 0.65936 -0.58904 1.10722 -0.46
N -1.50501 0.69759 -0.21703 -0.66
H -1.31410 0.55748 0.77629 0.33
C 1.34363 0.63711 0.94217 -0.55
C -1.66755 -0.62442 -0.81539 -0.54
```

SMILES: C1N[C@H]1[C@H]1CN1
HOMO: -8.4 eV
Charge: 0
Kohn-Sham gap: 9.446 eV
Energy above the lowest of the compared OMol25 structures with the same formula, charge and spin: 99.95 kcal per mole

=====

An isolated molecule of C4H8N2 in a non-equilibrium geometry. Source: OMol25; level of theory: ωB97M-V/def2-TZVPD.

```
14
Properties=species:S:1:pos:R:3:mulliken_charge:R:1
H 0.18566 -1.11973 3.42606 0.31
C 0.41685 -0.13036 1.49679 0.21
H 1.00411 0.01714 -1.20000 0.28
N 0.01194 0.39102 -1.14148 -0.16
H 1.28758 0.32507 3.36893 0.18
H 1.04230 0.67157 0.91446 0.27
C -0.72390 -0.63555 0.79679 -0.24
H 0.52934 1.03057 -3.00269 0.32
C 0.65887 -0.42808 2.76291 -0.78
H -1.51435 -1.26372 1.24737 0.35
N -0.72495 -0.49685 -0.46380 -0.49
H -1.27210 1.37339 -2.57772 0.22
H -0.54986 -0.36108 -3.11941 0.27
C -0.35149 0.62660 -2.50821 -0.75
```

SMILES: C=C/C=N\NC
HOMO: -8.5 eV
Charge: 0
Kohn-Sham gap: 9.182 eV
Energy above the lowest of the compared OMol25 structures with the same formula, charge and spin: 75.89 kcal per mole

=====

What electronic energy values result from the calculations? In sequence: -563.9654 -962.2181 -659.8784 -680.7287 -2180.5416 -775.5728 -211.8693 -211.5966 -211.4944 -211.4944 -266.5850 -266.6538 -266.5312 -266.4959 -266.5627 -266.6011 Ha.